{
  "formula": "C30H34N2OPY",
  "method": "ωB97M-V/def2-TZVPD",
  "energy_ha": -1727.5494,
  "relative_energy_kj_mol": 148.5,
  "total_charge": 2,
  "homo_energy_ev": -13.28,
  "molar_mass_g_mol": 558.50,
  "elements": ["Y", "C", "C", "C", "C", "C", "C", "C", "H", "H", "H", "H", "H", "H", "H", "H", "N", "C", "C", "C", "C", "N", "H", "H", "H", "H", "H", "H", "H", "H", "H", "H", "H", "H", "O", "C", "C", "C", "C", "C", "C", "C", "P", "C", "C", "C", "C", "C", "C", "C", "C", "C", "C", "C", "C", "H", "H", "H", "H", "H", "H", "H", "H", "H", "H", "H", "H", "H", "H"],
  "positions_angstrom": [[-0.3547, -0.1796, 0.0533], [-3.5248, -1.3079, 1.0889], [-2.5864, -0.4400, 1.8852], [-2.8719, 0.8958, 2.1595], [-1.9817, 1.6728, 2.8964], [-0.7813, 1.1459, 3.3528], [-0.4917, -0.1947, 3.1145], [-1.3952, -0.9757, 2.3949], [-3.0777, -1.7318, 0.1757], [-4.4165, -0.7703, 0.7728], [-3.8349, -2.1765, 1.6720], [-3.8069, 1.3205, 1.8144], [-2.2304, 2.7023, 3.1225], [-0.0889, 1.7565, 3.9150], [0.4206, -0.6428, 3.4826], [-1.1960, -2.0390, 2.2551], [-1.3224, 2.0211, -0.4044], [-0.3498, 2.8324, -1.1893], [-0.9428, 3.3212, -2.4944], [-1.0800, 2.2262, -3.5495], [-1.9867, 1.0373, -3.2472], [-1.3322, -0.0280, -2.4139], [-2.0758, 1.7295, -1.0147], [-1.7516, 2.5643, 0.3345], [0.5420, 2.2232, -1.4109], [-0.0067, 3.6299, -0.5312], [-0.3280, 4.1288, -2.8941], [-1.9172, 3.7775, -2.2853], [-0.0860, 1.8403, -3.8090], [-1.4510, 2.6883, -4.4650], [-2.2854, 0.5756, -4.1901], [-2.9174, 1.3458, -2.7605], [-0.4984, -0.3032, -2.9353], [-1.9113, -0.8675, -2.4599], [2.1684, 0.0392, 1.5080], [1.7204, -0.8891, 0.8370], [2.3788, -2.2240, 0.7100], [3.2772, -2.7590, 1.6276], [3.7344, -4.0535, 1.4709], [3.2893, -4.8220, 0.3902], [2.3902, -4.3042, -0.5241], [1.9197, -3.0017, -0.3605], [0.8214, -2.1679, -1.5267], [1.8134, -1.6394, -2.9275], [2.2524, -2.5002, -3.9375], [3.0855, -2.0362, -4.9402], [3.4980, -0.7074, -4.9518], [3.0832, 0.1558, -3.9496], [2.2446, -0.3123, -2.9480], [-0.4058, -3.3733, -2.0989], [-1.0889, -4.1272, -1.1408], [-2.1250, -4.9717, -1.5070], [-2.5041, -5.0728, -2.8405], [-1.8384, -4.3244, -3.7993], [-0.7959, -3.4809, -3.4342], [3.6067, -2.1441, 2.4560], [4.4280, -4.4789, 2.1820], [3.6520, -5.8343, 0.2740], [2.0592, -4.9243, -1.3486], [1.9638, -3.5423, -3.9356], [3.4281, -2.7091, -5.7139], [4.1526, -0.3511, -5.7349], [3.4208, 1.1833, -3.9366], [1.9664, 0.3804, -2.1546], [-0.7869, -4.1148, -0.0961], [-2.6212, -5.5663, -0.7521], [-3.3004, -5.7437, -3.1307], [-2.1188, -4.4073, -4.8404], [-0.2942, -2.9156, -4.2065]]
}

{
  "formula": "C35H43Ge2N2O4PRuS2",
  "method": "ωB97M-V/def2-TZVPD",
  "s2": 0.76,
  "energy_ha": -7156.6331,
  "multiplicity": 2,
  "relative_energy_kj_mol": 109.4,
  "total_charge": -1,
  "homo_energy_ev": [-4.34, -4.90],
  "molar_mass_g_mol": 897.14,
  "elements": ["Ru", "C", "C", "N", "C", "C", "N", "C", "O", "O", "C", "O", "O", "H", "H", "H", "H", "H", "C", "C", "Ge", "C", "C", "C", "C", "Ge", "C", "C", "C", "C", "C", "C", "C", "C", "C", "C", "H", "H", "H", "H", "H", "H", "H", "H", "H", "H", "H", "H", "H", "H", "H", "H", "H", "H", "H", "H", "H", "H", "H", "H", "H", "H", "S", "P", "S", "C", "C", "C", "C", "C", "C", "C", "C", "C", "C", "C", "C", "H", "H", "H", "H", "H", "H", "H", "H", "H", "H", "C", "H", "H"],
  "positions_angstrom": [[-0.9723, 0.7807, 0.4456], [1.7371, 3.1834, 1.8352], [0.3930, 2.9592, 2.4207], [-0.5394, 2.1194, 1.9960], [-1.6373, 2.2840, 2.8129], [-1.3613, 3.2275, 3.7537], [-0.0795, 3.6359, 3.4890], [-2.1150, 3.8245, 4.8808], [-3.3327, 3.3818, 5.0646], [-1.5832, 4.6727, 5.5688], [-2.8531, 1.4497, 2.5781], [-3.8294, 1.6076, 3.3399], [-2.7723, 0.6418, 1.6149], [1.8557, 2.5364, 0.9704], [2.5165, 2.9460, 2.5625], [1.8449, 4.2217, 1.5187], [0.3855, 4.3568, 4.0176], [-3.5822, 2.6597, 4.3697], [-3.6283, -3.8496, -1.3646], [-3.5098, -2.3347, -1.2026], [-1.6939, -1.5482, -1.2519], [-0.8529, -1.6957, -3.0334], [-0.5500, -3.1024, -3.5485], [-0.6564, -2.7727, -0.1468], [0.0586, -2.6780, 0.9771], [0.1077, -0.9053, 1.8718], [1.9816, -0.2904, 2.1764], [2.9570, -1.0020, 3.1136], [-0.8599, -0.9396, 3.6152], [-0.4701, -1.8481, 4.7809], [0.7698, -3.8756, 1.5282], [1.3545, -3.8223, 2.7909], [2.0217, -4.9082, 3.3416], [2.1294, -6.0911, 2.6308], [1.5654, -6.1659, 1.3628], [0.9020, -5.0783, 0.8221], [-4.6683, -4.1825, -1.3046], [-3.0770, -4.3741, -0.5812], [-3.2342, -4.1895, -2.3240], [-3.9147, -2.0328, -0.2317], [-4.1057, -1.8123, -1.9557], [0.0735, -1.1186, -2.9601], [-1.4890, -1.1525, -3.7388], [0.1182, -3.6380, -2.8705], [-0.0613, -3.0724, -4.5267], [-1.4548, -3.7027, -3.6577], [-0.7228, -3.7567, -0.6173], [1.8448, 0.7374, 2.5181], [2.4294, -0.2036, 1.1835], [2.5481, -1.1319, 4.1183], [3.8831, -0.4277, 3.2161], [3.2299, -1.9893, 2.7406], [-1.9053, -1.1200, 3.3546], [-0.8180, 0.0989, 3.9542], [-0.6103, -2.9024, 4.5395], [-1.0900, -1.6323, 5.6553], [0.5710, -1.7148, 5.0851], [1.2842, -2.9099, 3.3611], [2.4574, -4.8216, 4.3297], [2.6500, -6.9422, 3.0515], [1.6479, -7.0796, 0.7866], [0.4913, -5.1718, -0.1737], [-0.6699, 3.9376, -0.9219], [0.4255, 2.6403, -1.9060], [0.9555, 0.9286, -0.9332], [-0.3649, 2.1461, -3.4796], [-1.6542, 2.5551, -3.7877], [-2.2661, 2.1106, -4.9543], [-1.5869, 1.2655, -5.8175], [-0.2907, 0.8613, -5.5156], [0.3149, 1.2958, -4.3497], [1.9768, 3.4161, -2.4990], [3.2205, 2.8228, -2.3199], [4.3700, 3.4510, -2.7867], [4.2809, 4.6697, -3.4395], [3.0387, 5.2662, -3.6240], [1.8943, 4.6448, -3.1537], [-2.1730, 3.2109, -3.0987], [-3.2773, 2.4233, -5.1831], [-2.0656, 0.9153, -6.7237], [0.2411, 0.1964, -6.1846], [1.3155, 0.9602, -4.1012], [3.2860, 1.8739, -1.8025], [5.3354, 2.9836, -2.6365], [5.1767, 5.1589, -3.8020], [2.9647, 6.2212, -4.1293], [0.9253, 5.1149, -3.2729], [-2.1187, 0.4066, -1.1340], [-1.8356, 0.7605, -2.1255], [-3.1977, 0.4251, -0.9727]]
}

{
  "formula": "HNOP2",
  "method": "ωB97M-V/def2-TZVPD",
  "energy_ha": -813.2595,
  "relative_energy_kj_mol": 21.8,
  "smiles": "O=P1=PN1",
  "homo_energy_ev": -9.20,
  "molar_mass_g_mol": 92.96,
  "elements": ["N", "O", "P", "P", "H"],
  "positions_angstrom": [[-0.8270, 0.0828, 0.3980], [1.2459, 0.3675, -0.8958], [0.8774, 0.5927, 0.5467], [0.1277, -1.3365, 0.3356], [-1.4239, 0.2935, -0.3844]]
}

{
  "formula": "C3H6ClO3S",
  "method": "ωB97M-V/def2-TZVPD",
  "s2": 2.01,
  "energy_ha": -1201.8614,
  "multiplicity": 3,
  "relative_energy_kj_mol": 247.8,
  "total_charge": -1,
  "homo_energy_ev": [0.27, -7.14],
  "molar_mass_g_mol": 157.60,
  "elements": ["C", "C", "C", "O", "O", "O", "S", "Cl", "H", "H", "H", "H", "H", "H"],
  "positions_angstrom": [[-0.8829, 0.0325, 1.2397], [-0.7144, 0.1046, -1.3611], [-0.1684, 0.3967, -0.0033], [1.2431, -1.8939, 0.3503], [2.3532, 0.0771, 1.2401], [2.1621, -0.2002, -1.1240], [1.6057, -0.4818, 0.1546], [0.1908, 2.1520, 0.1716], [-0.5442, 0.5553, 2.1094], [-0.6518, -1.0600, 1.2075], [-1.9640, 0.3263, 1.1377], [-0.1190, 0.6161, -2.1839], [-1.8744, 0.2783, -1.2287], [-0.6359, -0.9031, -1.7099]]
}